Entry from the Open Molecules 2025 dataset: one molecule with the formula C9H19NO2 (ωB97M-V with the def2-TZVPD basis set).

The geometry in XYZ format:
```
31
C9H19NO2 ωB97M-V with the def2-TZVPD basis set
O -0.85 -2.09 -0.91
H -1.35 1.99 -1.51
H 1.55 1.30 -2.05
C -0.49 1.79 -2.16
H -1.90 1.95 0.22
H 3.24 1.13 2.58
C 0.00 -1.98 0.13
H -0.06 2.75 -2.35
H 0.47 -1.17 2.05
H -0.29 0.86 1.87
C 0.65 1.01 -1.50
H 2.02 2.23 2.10
H 0.44 -0.10 -1.81
H 2.26 -0.35 0.53
H 2.80 1.24 0.02
C -0.30 -1.02 1.25
C -1.84 0.87 0.34
C 2.22 1.19 2.08
C 0.74 1.10 0.06
C 2.07 0.74 0.70
H -2.04 0.30 -1.67
H -2.40 0.72 1.26
H -0.73 1.29 -3.17
H -1.60 -1.48 -0.87
H 1.62 0.68 2.83
H -3.32 0.22 -0.96
H 0.77 2.25 0.33
N -2.35 0.01 -0.80
H -1.09 -1.50 1.78
C -0.44 0.44 0.83
O 0.90 -2.80 0.16
```

Results
SMILES ... CCC(CC)[C@@H](CN)CC(=O)O
Kohn-Sham gap ... 10.066 eV
Spin multiplicity ... 1
Energy ... -559.516686 Ha
LUMO energy ... 0.61 eV
Energy relative to the best compared isomer or geometry (same formula, charge and spin) ... 196.11 kJ/mol